Formula: C34H57N3O3RhSi
Source: OMol25
Level of theory: wB97M-V/def2-TZVPD

ORCA input file:
```
! RIJCOSX wB97M-V def2-TZVPD def2/J DEFGRID3
* xyz 1 5
O 1.6202 -2.1928 -3.2985
O 0.8067 -1.0374 -5.1772
C 2.9519 -2.3696 -2.7369
C 3.3791 -3.8043 -2.4123
H 2.9634 -1.7734 -1.8153
H 3.6482 -1.9316 -3.4552
H 2.9306 -4.1889 -1.4939
H 4.4661 -3.8243 -2.2356
H 3.1798 -4.5174 -3.2205
C 0.6013 -2.9536 -2.5865
C 0.0635 -4.0256 -3.5034
H -0.1494 -2.2095 -2.2640
H 1.0350 -3.4070 -1.6784
H -0.2298 -3.6051 -4.4820
H -0.8167 -4.5049 -3.0468
H 0.8384 -4.7952 -3.6624
C -0.4750 -0.4382 -5.6222
C 1.8683 -0.9556 -6.2686
C -1.6108 -1.1681 -5.0123
H -0.5018 -0.4231 -6.6993
H -0.3879 0.6029 -5.2933
H -1.6700 -2.2246 -5.3006
H -2.5322 -0.6769 -5.3488
H -1.6111 -1.0968 -3.9244
C 1.8741 -2.3236 -6.8841
H 2.7713 -0.6570 -5.7333
H 1.5379 -0.1594 -6.9556
H 1.9619 -3.0844 -6.1000
H 2.6982 -2.5176 -7.5791
H 0.9372 -2.4716 -7.4426
H 0.9720 -1.8431 -4.5554
N -0.6615 -0.2711 1.1950
C -1.4831 0.1661 2.1468
C -2.3110 1.2831 1.9732
C -2.5542 1.9974 0.7862
C -1.5749 -0.6146 3.4377
H -0.5840 -0.9748 3.7487
H -2.2486 -1.4783 3.3379
H -1.9718 0.0406 4.2218
C -3.7932 2.8411 0.6904
H -4.4422 2.5394 -0.1409
H -3.5563 3.9061 0.5677
H -4.3585 2.7244 1.6168
N -1.7267 1.9849 -0.2547
C -0.3106 -1.6365 1.0555
C 0.9761 -2.0955 1.4213
C 1.9564 -1.2026 2.1087
C 1.3375 -3.4151 1.1665
H 2.3532 -3.7332 1.4098
C 0.4046 -4.3204 0.6483
H 0.6957 -5.3521 0.4705
C -0.8969 -3.8983 0.3923
H -1.6409 -4.6085 0.0208
C -1.2756 -2.5753 0.5933
C -2.6923 -2.1747 0.3223
C -2.0200 2.6494 -1.4717
C -1.5775 3.9788 -1.6788
C -1.0302 4.7958 -0.5498
C -1.6372 4.5171 -2.9583
H -1.2308 5.5194 -3.1118
C -2.1815 3.7937 -4.0123
H -2.1930 4.2124 -5.0196
C -2.7354 2.5295 -3.7838
H -3.2125 1.9619 -4.5895
C -2.6844 1.9527 -2.5115
C -3.2707 0.5921 -2.2875
Rh 0.2631 1.2847 0.0473
H 2.7916 -1.8007 2.4937
H 1.5061 -0.6656 2.9632
H 2.3674 -0.4346 1.4353
H -2.7548 -1.1744 -0.1313
H -3.3151 -2.1752 1.2313
H -3.1538 -2.8888 -0.3777
H -0.4955 5.6578 -0.9640
H -0.3381 4.2358 0.0955
H -1.8346 5.1849 0.0917
H -4.0117 0.5891 -1.4795
H -2.4949 -0.1443 -2.0500
H -3.7764 0.2601 -3.2016
H -2.9612 1.5375 2.8117
C 0.8795 1.3724 -1.7103
Si 2.1029 2.3770 -2.7680
H 0.0619 1.1109 -2.4017
H 1.4280 0.4143 -1.6249
C 3.6711 1.3724 -3.1123
C 2.3928 3.9430 -1.8679
C 1.3794 2.6275 -4.4940
H 1.7202 3.5966 -4.8778
H 0.2839 2.6556 -4.4885
H 1.6763 1.8559 -5.2171
H 4.2845 1.2941 -2.2012
H 4.2725 1.9021 -3.8714
H 3.4763 0.3500 -3.4738
H 2.8110 3.7130 -0.8816
H 1.4287 4.4436 -1.7196
H 3.0769 4.5974 -2.4283
O 1.0882 3.5080 2.4880
C 1.3635 2.6294 1.7265
N 1.8220 1.7136 1.0413
*
```

Values from the calculation:
- expectation value of S² = 6.02
- largest force on an atom (hartree/bohr) = 0.116
- energy relative to the best compared isomer or geometry (same formula, charge and spin) (kJ/mol) = 103.3
- LUMO level (spin up / spin down) (eV) = -1.917 / -3.932
- orbital gap (spin up / spin down) (Ha) = 0.24816 / 0.22908

Electronic structure analysis, Löwdin charges in units of e: O -0.2230; O -0.1055; C -0.1957; C -0.0561; H 0.1244; H 0.1120; H 0.0658; H 0.0948; H 0.0823; C -0.2222; C -0.0415; H 0.1231; H 0.0905; H 0.0590; H 0.0950; H 0.0877; C -0.1452; C -0.1153; C -0.0438; H 0.1274; H 0.1147; H 0.0893; H 0.0989; H 0.0687; C -0.0414; H 0.1244; H 0.1348; H 0.0850; H 0.1000; H 0.0986; H 0.0967; N -0.0289; C -0.3350; C -0.0141; C -0.3138; C 0.0030; H 0.0838; H 0.0935; H 0.0898; C 0.0023; H 0.0933; H 0.0869; H 0.0846; N -0.0190; C -0.2011; C -0.2201; C -0.0529; C -0.0591; H 0.1149; C -0.0959; H 0.1074; C -0.0679; H 0.1167; C -0.2179; C -0.0339; C -0.2328; C -0.2175; C -0.0375; C -0.0464; H 0.1212; C -0.0881; H 0.1093; C -0.0562; H 0.1077; C -0.2204; C -0.0466; Rh 1.2560; H 0.0840; H 0.0821; H 0.0455; H 0.0530; H 0.0909; H 0.0853; H 0.0832; H 0.0589; H 0.0864; H 0.0832; H 0.0566; H 0.0775; H 0.1113; C -0.4379; Si 0.4423; H 0.0037; H -0.0019; C -0.1724; C -0.1741; C -0.1624; H 0.0420; H 0.0029; H 0.0122; H 0.0393; H 0.0408; H -0.0037; H 0.0342; H 0.0171; H 0.0442; O 0.0908; C -0.4951; N -0.0685



Formula: C5H7N
Source: OMol25
Level of theory: wB97M-V/def2-TZVPD

ORCA input file:
```
! RIJCOSX wB97M-V def2-TZVPD def2/J DEFGRID3
* xyz 0 1
C 0.6875 -0.5317 1.1559
C -0.9221 -0.5537 0.4876
C -1.0425 0.5221 -0.5665
C 0.3829 0.9593 -0.8177
C 0.8388 -0.3939 -0.2922
N -0.9668 -0.9154 -0.9112
H 1.0471 -1.4621 1.6265
H 0.7641 0.3565 1.8028
H -1.6169 -0.8766 1.2469
H -1.9357 1.1343 -0.7270
H 0.7718 1.8198 -0.2532
H 0.6192 1.0669 -1.8795
H 1.3836 -1.1198 -0.8614
*
```

Values from the calculation:
- largest force on an atom (hartree/bohr) = 0.059
- energy relative to the best compared isomer or geometry (same formula, charge and spin) (kJ/mol) = 511.4
- LUMO level (eV) = 0.770
- orbital gap (Ha) = 0.32010

Electronic structure analysis, Löwdin charges in units of e: C -0.0518; C -0.2673; C -0.2841; C -0.1213; C -0.1257; N 0.0694; H 0.0991; H 0.1065; H 0.1076; H 0.1256; H 0.1112; H 0.1118; H 0.1190



Formula: C2H4O2P
Source: OMol25
Level of theory: wB97M-V/def2-TZVPD

ORCA input file:
```
! RIJCOSX wB97M-V def2-TZVPD def2/J DEFGRID3
* xyz -1 1
C 1.3221 0.5040 -0.5991
C 0.3692 -0.4095 -0.6114
O -1.6158 1.2845 0.2535
O -2.3308 -1.1662 0.0271
P -1.2716 -0.1499 0.1415
H 2.3088 0.6766 -1.0226
H 1.0041 1.4919 -0.2742
H 0.4419 -1.5096 -0.8677
H -0.2278 -0.7220 2.9530
*
```

Values from the calculation:
- largest force on an atom (hartree/bohr) = 0.054
- energy relative to the best compared isomer or geometry (same formula, charge and spin) (kJ/mol) = 303.9
- LUMO level (spin up / spin down) (eV) = 3.595 / 3.831
- orbital gap (spin up / spin down) (Ha) = 0.20661 / 0.25142

Electronic structure analysis, Löwdin charges in units of e: C -0.0849; C -0.3098; O -0.4152; O -0.4136; P 0.3769; H 0.0481; H 0.0447; H 0.0709; H -0.3171